Run A
{"formula": "C2H5NO2", "method": "wB97M-V/def2-TZVPD", "gap_ha": 0.3861, "lumo_ev": 0.6, "e_homo_ev": -9.9, "smiles": "O=CO.C=N", "symbols": ["O", "C", "O", "H", "H", "C", "N", "H", "H", "H"], "positions_angstrom": [[0.35, 0.63, 1.58], [-0.12, -0.46, 1.83], [-1.23, -0.99, 1.22], [0.27, -1.22, 2.54], [-1.32, -1.92, 1.46], [0.68, -0.02, -2.49], [0.34, 1.17, -2.07], [0.13, -0.91, -2.14], [1.46, -0.22, -3.25], [0.83, 1.92, -2.56]], "nbo_charge": [-0.53, 0.64, -0.68, 0.08, 0.48, -0.06, -0.58, 0.16, 0.14, 0.33]}


Run B
{"formula": "C2H5NO2", "method": "wB97M-V/def2-TZVPD", "gap_ha": 0.4144, "lumo_ev": 0.9, "e_homo_ev": -10.4, "smiles": "COC(N)=O", "symbols": ["C", "O", "C", "N", "O", "H", "H", "H", "H", "H"], "positions_angstrom": [[-1.83, -0.05, 0.10], [-0.60, -0.72, -0.15], [0.49, 0.14, -0.08], [1.64, -0.56, 0.05], [0.47, 1.30, -0.04], [-2.52, -0.85, -0.17], [-2.11, 0.96, -0.43], [-1.92, 0.18, 1.20], [1.58, -1.56, 0.08], [2.56, -0.07, 0.38]], "nbo_charge": [-0.27, -0.54, 0.88, -0.85, -0.62, 0.20, 0.21, 0.18, 0.40, 0.42]}


Run C
{"formula": "C2H5NO2", "method": "wB97M-V/def2-TZVPD", "gap_ha": 0.3602, "lumo_ev": 0.7, "e_homo_ev": -9.1, "symbols": ["C", "C", "N", "O", "O", "H", "H", "H", "H", "H"], "positions_angstrom": [[0.23, 0.83, 0.67], [-0.37, -0.95, -0.47], [-0.77, 1.45, 1.38], [0.25, 0.64, 2.08], [1.34, 1.35, 0.00], [0.15, -1.71, 0.18], [0.07, -0.36, -1.20], [-1.51, -1.04, -0.33], [-0.75, 2.44, 1.58], [1.82, 0.68, -0.45]], "nbo_charge": [0.64, -0.65, -0.38, -0.39, -0.71, 0.22, 0.20, 0.22, 0.36, 0.49]}


Most stable of them? run B.


Run A
{"formula": "C2H5NO2", "method": "wB97M-V/def2-TZVPD", "gap_ha": 0.4019, "lumo_ev": 0.8, "e_homo_ev": -10.1, "smiles": "CONC=O", "symbols": ["C", "O", "N", "C", "O", "H", "H", "H", "H", "H"], "positions_angstrom": [[-0.29, 0.69, 0.82], [0.49, 0.89, -0.33], [0.79, -0.27, -1.16], [1.54, -1.24, -0.52], [2.19, -1.14, 0.55], [0.00, -0.17, 1.49], [-1.28, 0.68, 0.52], [-0.01, 1.45, 1.37], [0.11, -0.29, -1.92], [1.57, -2.00, -1.22]], "nbo_charge": [-0.25, -0.39, -0.34, 0.50, -0.59, 0.19, 0.17, 0.20, 0.40, 0.12]}


Run B
{"formula": "C2H5NO2", "method": "wB97M-V/def2-TZVPD", "gap_ha": 0.4050, "lumo_ev": 0.9, "e_homo_ev": -10.2, "smiles": "O=CNCO", "symbols": ["O", "C", "N", "C", "O", "H", "H", "H", "H", "H"], "positions_angstrom": [[-0.97, -0.87, 1.38], [-0.25, -1.34, 0.51], [0.55, -0.57, -0.26], [0.43, 0.85, -0.18], [-0.77, 1.28, -0.84], [-0.31, -2.41, 0.31], [1.03, -0.97, -1.04], [0.36, 1.15, 0.86], [1.29, 1.36, -0.62], [-1.35, 1.52, -0.13]], "nbo_charge": [-0.62, 0.53, -0.63, 0.07, -0.72, 0.13, 0.40, 0.19, 0.18, 0.48]}


Run C
{"formula": "C2H5NO2", "method": "wB97M-V/def2-TZVPD", "gap_ha": 0.3892, "lumo_ev": 0.4, "e_homo_ev": -10.2, "smiles": "NCC(=O)O", "symbols": ["N", "C", "C", "O", "O", "H", "H", "H", "H", "H"], "positions_angstrom": [[0.36, 1.29, 1.14], [-0.34, 0.86, -0.07], [-0.03, -0.46, -0.53], [-0.67, -1.06, -1.40], [0.67, -1.08, 0.48], [-0.47, 1.12, 1.89], [0.61, 2.34, 1.11], [-0.15, 1.67, -0.87], [-1.44, 0.84, -0.05], [1.09, -0.21, 0.87]], "nbo_charge": [-0.86, -0.37, 0.74, -0.57, -0.68, 0.39, 0.40, 0.22, 0.24, 0.50]}


Most stable of them? run B.


Run A
{"formula": "C22H66N4O10", "method": "wB97M-V/def2-TZVPD", "gap_ha": 0.3298, "lumo_ev": 0.4, "e_homo_ev": -8.6, "smiles": "COC[C@H](C)N.COC[C@H](C)N.COC[C@H](C)N.COC[C@H](C)N.OCCO.CO.CO.CO.CO", "symbols": ["C", "O", "C", "C", "C", "N", "H", "H", "H", "H", "H", "H", "H", "H", "H", "H", "H", "C", "O", "C", "C", "C", "N", "H", "H", "H", "H", "H", "H", "H", "H", "H", "H", "H", "C", "O", "C", "C", "C", "N", "H", "H", "H", "H", "H", "H", "H", "H", "H", "H", "H", "C", "O", "C", "C", "C", "N", "H", "H", "H", "H", "H", "H", "H", "H", "H", "H", "H", "O", "C", "C", "O", "H", "H", "H", "H", "H", "H", "C", "O", "H", "H", "H", "H", "C", "O", "H", "H", "H", "H", "C", "O", "H", "H", "H", "H", "C", "O", "H", "H", "H", "H"], "positions_angstrom": [[9.85, -1.14, -1.18], [8.41, -1.14, -1.23], [7.77, -1.37, 0.07], [6.20, -1.40, -0.11], [5.38, -1.01, 1.15], [5.88, -2.73, -0.61], [10.21, -2.16, -1.31], [10.33, -0.65, -0.34], [10.14, -0.51, -2.03], [8.09, -2.38, 0.35], [8.15, -0.62, 0.77], [5.90, -0.66, -0.85], [4.33, -1.17, 0.88], [5.54, 0.00, 1.50], [5.51, -1.67, 2.01], [6.22, -3.32, 0.13], [6.54, -2.99, -1.33], [-4.92, 1.75, -2.73], [-3.72, 2.15, -2.06], [-2.55, 1.61, -2.67], [-1.28, 2.34, -2.31], [-1.14, 3.71, -2.95], [-0.12, 1.69, -2.85], [-5.75, 2.20, -2.19], [-5.05, 0.67, -2.85], [-4.83, 2.29, -3.66], [-2.56, 0.53, -2.53], [-2.66, 1.90, -3.72], [-1.18, 2.47, -1.24], [-2.01, 4.35, -2.75], [-1.18, 3.69, -4.04], [-0.32, 4.30, -2.54], [-0.23, 0.74, -2.51], [0.60, 1.97, -2.20], [-0.03, 1.34, 1.68], [-0.36, 2.51, 0.90], [-1.00, 3.51, 1.69], [-1.42, 4.73, 0.89], [-0.17, 5.41, 0.35], [-2.21, 5.67, 1.68], [-0.90, 0.92, 2.18], [0.79, 1.63, 2.34], [0.32, 0.69, 0.88], [-1.87, 3.12, 2.22], [-0.25, 3.84, 2.40], [-2.06, 4.46, 0.05], [-0.41, 6.23, -0.33], [0.52, 4.73, -0.14], [0.39, 5.97, 1.11], [-2.36, 6.46, 1.06], [-3.15, 5.32, 1.75], [-3.37, -0.21, 0.53], [-3.76, -0.57, 1.80], [-5.06, -0.10, 2.17], [-5.70, -1.03, 3.30], [-5.95, -2.45, 2.77], [-6.94, -0.58, 3.90], [-3.98, -0.74, -0.21], [-2.31, -0.46, 0.56], [-3.43, 0.86, 0.33], [-5.07, 0.94, 2.52], [-5.77, -0.05, 1.35], [-4.95, -1.04, 4.09], [-6.77, -2.43, 2.06], [-6.08, -3.18, 3.58], [-5.09, -2.80, 2.19], [-7.67, -0.65, 3.21], [-6.87, 0.41, 4.09], [-2.54, -4.32, 3.29], [-1.19, -3.88, 3.35], [-1.20, -2.42, 2.66], [-1.89, -1.40, 3.36], [-3.04, -3.85, 3.96], [-0.91, -3.76, 4.40], [-0.49, -4.58, 2.88], [-1.66, -2.46, 1.68], [-0.19, -2.04, 2.52], [-2.81, -1.31, 3.09], [0.84, -1.82, -0.71], [-0.10, -0.90, -1.34], [0.53, -1.97, 0.32], [1.01, -2.75, -1.25], [1.80, -1.31, -0.64], [-0.71, -1.42, -1.89], [3.46, -4.15, -2.47], [3.81, -2.79, -2.44], [2.45, -4.34, -2.11], [3.69, -4.46, -3.48], [4.15, -4.61, -1.76], [4.34, -2.59, -1.66], [3.07, 1.98, 0.25], [2.08, 2.67, -0.58], [4.04, 2.10, -0.23], [3.11, 2.27, 1.30], [2.89, 0.91, 0.12], [1.30, 2.77, -0.03], [-1.23, -2.43, -4.22], [-1.70, -2.46, -2.84], [-0.63, -1.56, -4.48], [-0.65, -3.34, -4.41], [-2.06, -2.45, -4.92], [-2.24, -3.24, -2.75]], "mulliken_charge": [-0.77, -0.33, -0.78, 0.57, -1.23, -0.71, 0.28, 0.32, 0.25, 0.29, 0.46, 0.18, 0.19, 0.39, 0.35, 0.29, 0.25, -0.87, -0.27, -0.87, 2.40, -1.83, -0.89, 0.25, 0.27, 0.39, 0.30, 0.41, -1.00, 0.36, 0.43, 0.30, 0.20, 0.47, -0.89, 0.52, -1.29, 1.27, -1.56, -0.84, 0.56, 0.33, -0.15, 0.34, 0.33, 0.01, 0.42, 0.14, 0.45, 0.30, 0.30, -0.96, 0.06, -0.81, 0.26, -1.28, -0.69, 0.37, 0.00, 0.47, 0.34, 0.41, 0.28, 0.39, 0.31, 0.31, 0.30, 0.26, -0.54, -0.61, -0.12, -0.56, 0.30, 0.28, 0.35, 0.16, 0.33, 0.36, -0.10, -0.16, -0.01, 0.07, 0.12, 0.06, -0.62, -0.50, 0.19, 0.23, 0.28, 0.45, -0.51, -0.63, 0.37, 0.30, 0.05, 0.14, -0.68, -0.50, 0.29, 0.29, 0.32, 0.26]}


Run B
{"formula": "C22H66N4O10", "method": "wB97M-V/def2-TZVPD", "gap_ha": 0.3403, "lumo_ev": 0.3, "e_homo_ev": -9.0, "smiles": "COC[C@H](C)N.COC[C@H](C)N.COC[C@H](C)N.COC[C@H](C)N.OCCO.CO.CO.CO.CO", "symbols": ["C", "O", "C", "C", "C", "N", "H", "H", "H", "H", "H", "H", "H", "H", "H", "H", "H", "C", "O", "C", "C", "C", "N", "H", "H", "H", "H", "H", "H", "H", "H", "H", "H", "H", "C", "O", "C", "C", "C", "N", "H", "H", "H", "H", "H", "H", "H", "H", "H", "H", "H", "C", "O", "C", "C", "C", "N", "H", "H", "H", "H", "H", "H", "H", "H", "H", "H", "H", "O", "C", "C", "O", "H", "H", "H", "H", "H", "H", "C", "O", "H", "H", "H", "H", "C", "O", "H", "H", "H", "H", "C", "O", "H", "H", "H", "H", "C", "O", "H", "H", "H", "H"], "positions_angstrom": [[-14.00, 8.12, -26.62], [-14.39, 9.22, -27.45], [-14.44, 10.47, -26.70], [-13.01, 10.85, -26.29], [-13.02, 12.13, -25.49], [-12.23, 10.94, -27.51], [-14.63, 8.12, -25.72], [-13.00, 8.15, -26.20], [-14.09, 7.16, -27.11], [-14.92, 11.18, -27.36], [-14.96, 10.42, -25.75], [-12.61, 10.07, -25.64], [-13.23, 13.01, -26.10], [-12.06, 12.37, -25.03], [-13.70, 12.12, -24.64], [-11.30, 11.25, -27.27], [-12.26, 9.98, -27.81], [-14.71, 12.40, -19.00], [-14.81, 13.85, -18.84], [-15.61, 14.27, -17.70], [-15.50, 15.73, -17.55], [-14.21, 16.31, -16.95], [-16.59, 16.22, -16.71], [-13.94, 12.13, -19.72], [-15.61, 11.92, -19.39], [-14.47, 11.90, -18.07], [-16.67, 14.10, -17.87], [-15.40, 13.81, -16.73], [-15.64, 16.10, -18.57], [-14.14, 15.89, -15.94], [-14.30, 17.39, -16.81], [-13.37, 16.11, -17.61], [-16.60, 17.23, -16.72], [-17.50, 16.02, -17.11], [-18.33, 14.35, -28.52], [-18.05, 13.60, -29.66], [-18.95, 12.52, -29.80], [-18.52, 11.66, -31.02], [-18.61, 12.41, -32.32], [-19.08, 10.36, -31.25], [-17.57, 15.13, -28.45], [-18.34, 13.91, -27.52], [-19.28, 14.81, -28.79], [-19.19, 11.90, -28.93], [-19.95, 12.91, -29.99], [-17.47, 11.53, -30.78], [-18.07, 11.92, -33.13], [-18.09, 13.36, -32.19], [-19.66, 12.63, -32.55], [-20.01, 10.59, -31.57], [-18.63, 10.24, -32.14], [-29.50, 8.91, -24.59], [-29.29, 8.65, -23.23], [-28.09, 9.12, -22.69], [-26.62, 8.69, -23.21], [-26.39, 7.20, -23.33], [-25.75, 9.32, -22.24], [-29.46, 9.98, -24.80], [-30.38, 8.46, -25.06], [-28.72, 8.44, -25.20], [-28.16, 10.18, -22.95], [-28.18, 9.14, -21.61], [-26.38, 9.08, -24.20], [-25.36, 6.86, -23.20], [-26.66, 6.88, -24.34], [-26.98, 6.57, -22.67], [-24.86, 8.83, -22.27], [-25.66, 10.19, -22.75], [-20.50, 4.53, -26.34], [-21.23, 5.09, -27.36], [-20.35, 5.14, -28.60], [-19.24, 5.98, -28.40], [-19.79, 5.18, -26.39], [-22.14, 4.56, -27.63], [-21.55, 6.09, -27.06], [-20.97, 5.51, -29.42], [-19.97, 4.16, -28.90], [-19.00, 6.49, -29.18], [-17.47, 2.61, -22.27], [-18.24, 3.58, -21.49], [-17.22, 2.83, -23.31], [-16.55, 2.35, -21.76], [-18.11, 1.73, -22.33], [-18.56, 3.15, -20.70], [-21.95, 6.80, -17.46], [-20.80, 7.41, -17.97], [-21.74, 5.75, -17.24], [-22.14, 7.19, -16.46], [-22.86, 7.09, -18.00], [-20.11, 7.19, -17.34], [-22.85, 13.78, -23.17], [-24.22, 13.56, -23.28], [-22.72, 14.72, -22.63], [-22.52, 13.08, -22.41], [-22.18, 13.74, -24.03], [-24.56, 14.31, -23.78], [-19.95, 9.00, -23.70], [-20.77, 8.22, -22.88], [-19.48, 8.45, -24.51], [-20.64, 9.63, -24.26], [-19.29, 9.68, -23.15], [-20.41, 7.92, -22.04]], "mulliken_charge": [-0.76, -0.36, -0.67, 0.76, -1.62, -0.69, 0.32, 0.28, 0.30, 0.34, 0.34, 0.07, 0.40, 0.38, 0.39, 0.25, 0.28, -0.74, -0.31, -0.66, 0.55, -1.34, -0.76, 0.26, 0.29, 0.31, 0.28, 0.35, 0.26, 0.35, 0.37, 0.32, 0.25, 0.24, -0.78, -0.30, -0.83, 0.33, -1.47, -0.65, 0.26, 0.28, 0.35, 0.46, 0.34, 0.24, 0.47, 0.31, 0.37, 0.30, 0.32, -0.70, -0.37, -0.86, 0.62, -1.27, -0.74, 0.31, 0.27, 0.24, 0.37, 0.40, 0.25, 0.39, 0.30, 0.29, 0.25, 0.24, -0.48, -0.50, -0.29, -0.51, 0.33, 0.33, 0.27, 0.33, 0.24, 0.27, -0.54, -0.49, 0.24, 0.26, 0.24, 0.29, -0.54, -0.48, 0.24, 0.25, 0.24, 0.29, -0.57, -0.47, 0.28, 0.21, 0.26, 0.29, -0.47, -0.50, 0.21, 0.20, 0.26, 0.30]}


Run C
{"formula": "C22H66N4O10", "method": "wB97M-V/def2-TZVPD", "gap_ha": 0.3400, "lumo_ev": 0.3, "e_homo_ev": -9.0, "smiles": "COC[C@H](C)N.COC[C@H](C)N.COC[C@H](C)N.COC[C@H](C)N.OCCO.CO.CO.CO.CO", "symbols": ["C", "O", "C", "C", "C", "N", "H", "H", "H", "H", "H", "H", "H", "H", "H", "H", "H", "C", "O", "C", "C", "C", "N", "H", "H", "H", "H", "H", "H", "H", "H", "H", "H", "H", "C", "O", "C", "C", "C", "N", "H", "H", "H", "H", "H", "H", "H", "H", "H", "H", "H", "C", "O", "C", "C", "C", "N", "H", "H", "H", "H", "H", "H", "H", "H", "H", "H", "H", "O", "C", "C", "O", "H", "H", "H", "H", "H", "H", "C", "O", "H", "H", "H", "H", "C", "O", "H", "H", "H", "H", "C", "O", "H", "H", "H", "H", "C", "O", "H", "H", "H", "H"], "positions_angstrom": [[-1.00, 0.43, 6.26], [-0.61, -0.17, 7.47], [0.70, 0.26, 8.03], [1.18, -0.61, 9.21], [0.08, -0.72, 10.38], [2.50, -0.24, 9.78], [-0.83, -0.34, 5.50], [-0.43, 1.31, 5.97], [-2.05, 0.70, 6.18], [1.46, 0.24, 7.26], [0.54, 1.29, 8.35], [1.42, -1.60, 8.83], [-0.82, -1.25, 10.09], [-0.18, 0.25, 10.82], [0.55, -1.33, 11.16], [2.40, -0.06, 10.77], [2.61, 0.68, 9.40], [-7.32, -4.95, -4.56], [-8.22, -6.03, -4.27], [-7.71, -7.37, -4.20], [-6.90, -7.79, -5.45], [-7.60, -7.50, -6.79], [-6.42, -9.19, -5.41], [-7.70, -4.04, -4.08], [-7.22, -4.78, -5.63], [-6.33, -5.16, -4.15], [-7.01, -7.41, -3.36], [-8.61, -7.90, -3.86], [-6.00, -7.20, -5.60], [-8.57, -7.99, -6.69], [-7.07, -8.08, -7.55], [-7.59, -6.52, -7.28], [-7.27, -9.74, -5.43], [-5.95, -9.32, -4.52], [9.58, 1.35, 2.18], [8.96, 2.00, 1.04], [7.55, 2.02, 1.13], [6.89, 2.83, 0.05], [5.42, 2.71, 0.04], [7.43, 2.42, -1.20], [9.46, 0.28, 1.99], [9.28, 1.70, 3.17], [10.63, 1.63, 2.26], [7.24, 0.97, 1.08], [7.29, 2.48, 2.08], [7.15, 3.88, 0.20], [4.94, 1.74, -0.10], [4.88, 3.44, -0.55], [5.16, 2.88, 1.09], [7.47, 3.29, -1.70], [8.40, 2.27, -0.97], [-1.19, 6.46, 5.13], [-0.61, 7.21, 4.05], [0.03, 6.40, 3.06], [0.85, 7.32, 2.04], [2.22, 7.80, 2.70], [0.14, 8.52, 1.86], [-0.53, 5.66, 5.46], [-2.07, 5.89, 4.86], [-1.44, 7.18, 5.92], [0.60, 5.60, 3.53], [-0.74, 5.92, 2.46], [0.95, 6.69, 1.15], [2.92, 6.97, 2.67], [2.16, 8.40, 3.61], [2.62, 8.55, 2.02], [0.09, 8.92, 2.79], [-0.79, 8.35, 1.49], [-0.35, 0.58, -3.08], [-1.16, -0.56, -2.66], [-2.44, 0.02, -2.20], [-2.18, 0.80, -1.05], [0.49, 0.23, -3.38], [-1.43, -1.25, -3.46], [-0.56, -1.19, -2.00], [-2.99, -0.83, -1.80], [-3.05, 0.44, -3.00], [-1.49, 1.31, -1.48], [4.34, -5.44, -4.29], [3.29, -4.60, -3.80], [5.30, -5.06, -3.93], [4.34, -6.49, -4.01], [4.26, -5.39, -5.38], [3.54, -3.69, -4.00], [-7.04, 1.37, 2.43], [-7.03, 1.05, 1.08], [-8.12, 1.44, 2.59], [-6.47, 0.73, 3.12], [-6.65, 2.38, 2.38], [-6.15, 1.28, 0.76], [-1.70, -3.07, -8.86], [-2.86, -3.10, -7.97], [-0.84, -3.62, -8.47], [-2.18, -3.54, -9.72], [-1.24, -2.10, -9.06], [-3.58, -3.27, -8.59], [4.39, 0.74, -5.89], [4.43, 0.07, -4.60], [4.16, -0.06, -6.59], [3.60, 1.48, -5.95], [5.36, 1.12, -6.21], [5.02, 0.69, -4.16]], "mulliken_charge": [-0.73, -0.34, -0.66, 0.37, -1.33, -0.68, 0.27, 0.32, 0.25, 0.39, 0.35, 0.16, 0.34, 0.33, 0.42, 0.27, 0.26, -0.63, -0.39, -0.65, 0.50, -1.33, -0.72, 0.27, 0.17, 0.32, 0.37, 0.30, 0.23, 0.30, 0.41, 0.31, 0.28, 0.26, -0.76, -0.36, -0.84, 0.73, -1.54, -0.75, 0.31, 0.30, 0.27, 0.35, 0.37, 0.27, 0.34, 0.35, 0.37, 0.28, 0.30, -0.76, -0.30, -0.71, 0.15, -1.32, -0.75, 0.30, 0.30, 0.25, 0.43, 0.37, 0.40, 0.35, 0.29, 0.42, 0.31, 0.27, -0.56, -0.26, -0.48, -0.48, 0.28, 0.29, 0.31, 0.30, 0.26, 0.35, -0.52, -0.49, 0.23, 0.24, 0.23, 0.31, -0.50, -0.48, 0.21, 0.21, 0.26, 0.31, -0.45, -0.49, 0.20, 0.23, 0.19, 0.32, -0.57, -0.47, 0.21, 0.24, 0.29, 0.30]}


Most stable of them? run A.


Run A
{"formula": "CH2Br3PS", "method": "wB97M-V/def2-TZVPD", "gap_ha": [0.2236, 0.2935], "lumo_ev": [-2.7, -0.9], "e_homo_ev": [-8.8, -8.8], "symbols": ["C", "P", "S", "Br", "Br", "Br", "H", "H"], "positions_angstrom": [[-1.69, -1.17, 0.31], [1.60, 1.70, -0.75], [0.76, 0.15, -1.73], [-0.10, -1.96, -0.10], [3.46, 0.99, 0.53], [0.24, 2.19, 0.94], [-1.70, -0.18, 0.84], [-2.58, -1.71, -0.04]], "nbo_charge": [-0.48, 0.54, -0.28, 0.26, -0.25, -0.22, 0.22, 0.21]}


Run B
{"formula": "CH2Br3PS", "method": "wB97M-V/def2-TZVPD", "gap_ha": 0.3512, "lumo_ev": -0.2, "e_homo_ev": -9.7, "smiles": "S=P(Br)(Br)CBr", "symbols": ["S", "P", "Br", "Br", "C", "Br", "H", "H"], "positions_angstrom": [[-2.55, 1.98, -0.76], [-1.35, 0.66, -1.47], [-0.13, 1.38, -3.17], [-2.33, -1.03, -2.43], [-0.03, -0.25, -0.49], [1.18, -1.38, -1.58], [0.72, 0.44, -0.17], [-0.54, -0.93, 0.12]], "nbo_charge": [-0.39, 0.92, -0.16, -0.15, -0.77, 0.04, 0.26, 0.25]}


Most stable of them? run B.